Density functional theory data (ωB97M-V/def2-TZVPD) for a 2-piece molecular cluster, C9H14ClNO3P overall at a distorted geometry.

Output
net charge = +1
energy = -38997.647 eV

Structure (XYZ):
```
29
C9H14ClNO3P ωB97M-V/def2-TZVPD
C -0.234 -5.508 -1.552
C -2.283 5.687 1.347
C -0.522 -4.169 -1.706
C -0.263 4.613 0.976
H 1.031 -6.850 -0.497
O 0.295 3.397 0.910
H -0.778 -6.264 -2.083
H 2.243 -5.109 0.648
H 2.020 2.375 0.600
H -1.295 -3.842 -2.380
O -1.555 4.457 1.242
C 1.694 3.413 0.624
C -0.042 -0.755 0.485
O 0.314 5.651 0.819
H 0.046 0.319 0.353
C 0.199 -3.274 -0.984
H -1.531 -1.440 -1.519
H 1.883 3.863 -0.349
H -2.243 6.237 0.409
H -3.312 5.418 1.564
H -1.890 6.297 2.157
P -0.191 -1.518 -1.135
C 0.766 -5.827 -0.679
H -0.977 -0.955 0.998
C 1.446 -4.832 -0.020
N 1.196 -3.535 -0.140
Cl 0.937 -0.633 -2.511
H 2.249 3.945 1.394
H 0.795 -1.163 1.029
```